{
  "formula": "C32H96K2O44P2V2",
  "method": "the ωB97M-V functional and the def2-TZVPD basis",
  "species": ["K", "K", "O", "V", "O", "O", "V", "O", "P", "O", "O", "O", "O", "P", "O", "O", "O", "O", "C", "C", "O", "O", "H", "H", "H", "H", "H", "H", "C", "C", "O", "O", "H", "H", "H", "H", "H", "H", "C", "C", "O", "O", "H", "H", "H", "H", "H", "H", "C", "C", "O", "O", "H", "H", "H", "H", "H", "H", "C", "C", "O", "O", "H", "H", "H", "H", "H", "H", "C", "C", "O", "O", "H", "H", "H", "H", "H", "H", "C", "C", "O", "O", "H", "H", "H", "H", "H", "H", "C", "C", "O", "O", "H", "H", "H", "H", "H", "H", "C", "C", "O", "O", "H", "H", "H", "H", "H", "H", "C", "C", "O", "O", "H", "H", "H", "H", "H", "H", "C", "C", "O", "O", "H", "H", "H", "H", "H", "H", "C", "C", "O", "O", "H", "H", "H", "H", "H", "H", "C", "C", "O", "O", "H", "H", "H", "H", "H", "H", "C", "C", "O", "O", "H", "H", "H", "H", "H", "H", "C", "C", "O", "O", "H", "H", "H", "H", "H", "H", "C", "C", "O", "O", "H", "H", "H", "H", "H", "H"],
  "coordinates": [[-13.697, 10.567, 4.292], [-12.703, 14.645, 5.561], [-9.311, 11.136, 3.376], [-10.012, 11.912, 4.570], [-9.308, 13.354, 4.840], [-10.638, 6.564, 5.328], [-10.893, 8.063, 4.861], [-11.478, 7.876, 3.364], [-10.818, 10.293, 6.556], [-9.444, 10.972, 6.316], [-11.392, 10.203, 5.098], [-11.811, 11.133, 7.411], [-10.636, 8.772, 6.885], [-12.267, 13.534, 2.501], [-11.507, 14.702, 1.903], [-13.611, 14.211, 2.441], [-11.761, 12.637, 3.675], [-12.477, 12.918, 1.165], [-7.922, 7.486, 3.697], [-7.496, 6.351, 4.635], [-6.691, 6.829, 5.685], [-8.696, 8.532, 4.323], [-8.356, 6.900, 2.888], [-7.064, 7.940, 3.202], [-6.903, 5.624, 4.080], [-8.304, 5.917, 5.224], [-7.213, 7.318, 6.325], [-8.078, 9.105, 4.782], [-11.268, 8.565, 10.830], [-10.485, 7.423, 10.104], [-10.953, 7.178, 8.760], [-10.911, 9.815, 10.336], [-11.036, 8.572, 11.895], [-12.346, 8.406, 10.856], [-10.525, 6.492, 10.669], [-9.463, 7.783, 9.982], [-10.723, 7.913, 8.187], [-11.275, 9.898, 9.452], [-10.713, 11.249, 13.480], [-12.270, 11.221, 13.452], [-12.877, 12.514, 13.607], [-9.994, 11.539, 12.260], [-10.364, 10.279, 13.835], [-10.389, 11.823, 14.348], [-12.528, 10.600, 14.310], [-12.617, 10.801, 12.508], [-12.680, 13.019, 12.815], [-10.278, 10.934, 11.571], [-9.070, 16.528, 2.923], [-9.898, 16.528, 4.249], [-11.272, 16.561, 3.999], [-9.092, 15.152, 2.470], [-8.050, 16.834, 3.153], [-9.603, 17.186, 2.237], [-9.815, 17.499, 4.738], [-9.591, 15.714, 4.905], [-11.425, 16.058, 3.196], [-9.994, 14.968, 2.197], [-15.323, 8.015, 8.315], [-13.849, 8.526, 8.148], [-13.785, 9.409, 6.993], [-15.288, 7.081, 9.317], [-15.865, 7.612, 7.460], [-16.023, 8.793, 8.621], [-13.200, 7.655, 8.249], [-13.618, 9.031, 9.085], [-12.885, 9.742, 7.024], [-16.215, 6.896, 9.482], [-6.632, 15.199, 6.972], [-5.104, 15.424, 6.667], [-4.500, 14.187, 6.270], [-6.638, 14.634, 8.263], [-7.028, 14.526, 6.211], [-7.232, 16.109, 6.991], [-4.519, 15.724, 7.537], [-4.929, 16.190, 5.912], [-4.446, 13.598, 7.026], [-7.292, 13.932, 8.274], [-14.032, 6.131, 5.073], [-14.447, 5.844, 3.576], [-15.614, 6.546, 3.112], [-13.525, 7.446, 5.086], [-13.177, 5.553, 5.422], [-14.816, 6.045, 5.826], [-14.577, 4.766, 3.472], [-13.679, 6.106, 2.849], [-15.321, 7.350, 2.675], [-13.866, 8.064, 5.736], [-13.145, 2.597, 8.741], [-13.610, 4.003, 9.213], [-13.954, 4.887, 8.126], [-14.204, 1.897, 8.106], [-12.659, 2.026, 9.532], [-12.332, 2.671, 8.018], [-12.880, 4.512, 9.842], [-14.450, 4.031, 9.907], [-14.154, 5.700, 8.596], [-14.775, 1.580, 8.809], [-5.999, 13.746, 2.771], [-4.443, 13.758, 2.903], [-4.034, 14.883, 3.733], [-6.462, 14.716, 1.898], [-6.383, 13.759, 3.791], [-6.328, 12.806, 2.327], [-3.932, 13.658, 1.945], [-4.218, 12.778, 3.321], [-4.187, 14.697, 4.662], [-7.407, 14.782, 2.056], [-6.068, 11.270, 5.747], [-4.697, 10.876, 5.170], [-4.401, 9.606, 5.632], [-7.180, 10.544, 5.251], [-6.248, 12.345, 5.740], [-5.952, 11.122, 6.821], [-3.875, 11.563, 5.371], [-4.703, 10.786, 4.084], [-5.207, 9.091, 5.547], [-7.896, 10.667, 5.879], [-14.535, 11.757, 9.128], [-14.434, 12.768, 7.990], [-13.885, 12.239, 6.754], [-13.244, 11.361, 9.530], [-15.205, 11.020, 8.685], [-15.066, 12.116, 10.009], [-13.842, 13.613, 8.343], [-15.433, 13.127, 7.744], [-13.038, 11.828, 6.942], [-12.771, 11.132, 8.727], [-9.473, 12.867, 8.965], [-10.425, 13.923, 8.322], [-10.861, 13.459, 7.118], [-8.399, 12.597, 8.146], [-9.895, 11.869, 9.085], [-9.053, 13.095, 9.944], [-9.744, 14.773, 8.268], [-11.243, 14.136, 9.010], [-11.111, 12.550, 7.301], [-8.738, 11.988, 7.486], [-11.444, 15.045, 12.018], [-11.989, 16.427, 12.301], [-12.439, 16.521, 13.625], [-12.355, 14.158, 11.461], [-10.947, 14.551, 12.853], [-10.683, 15.115, 11.241], [-12.756, 16.705, 11.578], [-11.259, 17.190, 12.029], [-11.710, 16.455, 14.246], [-12.330, 14.298, 10.511], [-11.168, 10.021, 0.641], [-12.678, 9.598, 0.565], [-13.472, 10.514, 1.354], [-10.902, 11.240, -0.045], [-10.553, 9.274, 0.139], [-10.859, 10.199, 1.671], [-12.766, 8.608, 1.014], [-13.100, 9.717, -0.433], [-13.107, 11.375, 1.139], [-11.356, 11.933, 0.441], [-7.513, 4.757, 8.733], [-8.946, 4.108, 8.714], [-9.906, 4.615, 7.773], [-7.458, 6.071, 9.239], [-7.083, 4.701, 7.733], [-6.883, 4.193, 9.420], [-9.280, 4.050, 9.750], [-8.917, 3.131, 8.231], [-10.202, 5.476, 8.078], [-7.849, 6.693, 8.621], [-7.659, 9.314, 8.306], [-6.238, 9.186, 8.687], [-6.001, 8.519, 9.918], [-8.158, 8.174, 7.578], [-7.837, 10.219, 7.724], [-8.310, 9.494, 9.161], [-5.861, 10.201, 8.810], [-5.570, 8.731, 7.956], [-6.468, 7.681, 9.870], [-9.064, 8.456, 7.434]],
  "forces_ev_per_a": [[-0.41, 0.57, -1.15], [0.05, 0.09, -1.02], [-0.06, 0.82, 1.08], [-0.41, 3.14, -3.59], [-0.29, -2.37, -0.30], [-0.10, 1.12, 0.06], [-0.08, -2.36, -3.46], [1.07, 0.81, 2.12], [-0.03, -0.85, -1.47], [-1.54, 0.02, 0.99], [0.46, -0.20, 1.25], [2.88, -2.53, -0.17], [-0.51, 2.29, 0.29], [-2.26, 3.57, -5.62], [5.11, 3.10, 2.83], [-3.97, 0.59, 6.04], [1.27, -1.01, 2.47], [1.06, -7.15, -3.15], [0.68, -1.25, -0.02], [-0.10, 1.33, 1.34], [2.00, 0.29, 0.06], [-1.72, -2.12, -0.64], [-1.36, 0.89, -0.16], [0.24, 0.22, 0.41], [-0.22, -0.11, -0.07], [-0.76, -0.53, -1.20], [-0.44, 0.16, 0.15], [0.56, 0.71, 0.17], [0.36, -1.72, 0.50], [-0.60, 1.13, -0.59], [-0.48, -1.13, 1.98], [0.17, 0.35, -0.55], [0.53, -0.08, 0.07], [-0.27, -0.06, -0.60], [0.02, 0.01, -0.10], [0.25, -0.23, 0.62], [-0.02, 0.23, -0.35], [-0.14, 0.35, -0.12], [-0.06, -1.02, -0.43], [1.16, 1.16, -0.30], [0.29, -0.98, 0.72], [-0.46, 1.07, 1.70], [-0.23, -0.73, -0.24], [0.12, 1.04, -0.57], [-0.47, 0.07, -0.07], [-0.01, -0.42, 0.00], [-0.10, 0.11, -0.51], [-0.33, -0.23, -0.23], [-1.25, -2.16, 1.60], [0.67, 1.76, -0.55], [-0.95, -0.09, 0.85], [3.21, 2.17, 0.57], [0.09, 0.00, -0.37], [0.30, 0.19, -0.26], [1.03, 0.15, 0.50], [0.13, -0.17, -0.08], [-0.72, -1.26, -1.41], [-2.39, -0.90, -0.92], [0.31, 1.84, -1.05], [-2.39, -0.18, 0.36], [-0.21, -1.94, 1.16], [-0.13, -1.34, 1.53], [0.83, -0.22, -0.86], [0.38, 0.81, 0.08], [0.37, -0.11, -1.32], [-0.15, 0.70, -0.13], [-0.19, 0.39, -0.05], [0.08, -0.51, 0.46], [1.86, 0.40, 0.17], [-0.88, -0.09, 0.45], [-0.10, 0.08, -0.33], [0.10, -0.05, 0.42], [-0.13, -0.06, -0.07], [0.20, 0.31, -0.31], [-0.62, 0.43, 0.41], [-0.07, -0.37, -0.39], [-0.15, 0.09, 0.16], [-0.24, -0.53, -0.07], [0.31, 0.33, -1.21], [0.07, 0.02, 0.61], [-0.03, -0.50, 0.79], [1.00, 1.88, -0.34], [-0.28, -0.80, -0.37], [-0.34, -0.29, -0.38], [-0.51, -0.05, -0.01], [0.68, 0.01, 0.65], [0.11, 0.04, 0.02], [-0.44, -0.23, 0.53], [-0.14, 1.26, -0.26], [0.32, 0.47, -0.21], [0.51, -1.15, 0.34], [0.19, -0.27, 0.27], [-0.44, -0.03, 0.56], [-0.23, 0.51, -0.29], [0.91, -0.26, -0.21], [-0.58, -0.99, -0.02], [-0.31, 0.39, -0.19], [-0.21, -0.04, -0.07], [1.54, -0.91, -0.76], [-1.74, 0.04, 1.03], [0.55, -0.52, -1.89], [0.76, 0.97, 0.20], [-0.36, 0.45, 0.16], [0.25, -0.75, 0.31], [0.04, 1.15, -0.13], [0.27, 0.06, 0.79], [-0.02, -0.75, -0.17], [-1.17, 0.23, -0.18], [0.94, 1.35, 0.77], [-1.41, 0.06, -1.21], [0.91, -1.25, 0.95], [1.51, -0.44, -0.34], [-0.11, 0.17, -0.87], [-0.04, -0.50, 0.31], [-0.28, 0.12, 0.60], [-0.47, 0.52, -0.37], [-0.11, -0.46, -0.06], [-0.19, 0.17, -0.02], [-0.19, 0.53, -0.85], [-0.08, 0.14, -0.37], [-1.90, 1.24, 0.60], [-0.94, -0.26, 0.72], [0.37, -1.05, 0.23], [0.15, 0.48, -0.06], [0.25, 0.29, -0.07], [-0.02, 0.08, -0.04], [0.29, -0.03, 0.06], [0.37, -0.02, -0.05], [-0.77, -0.61, 0.91], [2.12, -0.64, 2.31], [-0.44, 0.94, -0.97], [1.57, 0.48, -0.65], [-1.16, 0.17, 0.47], [-0.43, 0.62, 0.15], [-0.45, 0.51, -0.61], [-0.20, 0.20, 0.20], [-0.48, -0.28, -0.08], [0.18, 0.08, -0.81], [1.47, 0.43, -1.36], [0.72, -0.11, -0.13], [-0.94, 0.65, 0.30], [-1.42, -0.71, -0.06], [-0.25, 0.26, 0.35], [0.66, 0.47, 0.17], [-0.72, -0.50, 0.41], [0.68, 0.07, 0.53], [0.16, -0.08, -0.22], [-0.27, -0.38, 0.02], [-0.75, 0.95, -1.04], [0.64, 1.53, 1.14], [-0.38, -2.77, 0.57], [0.70, -2.03, -1.06], [0.09, -0.33, 0.25], [-0.14, -0.69, 0.32], [-0.23, -0.24, -0.28], [0.49, -0.69, -0.41], [0.35, 2.57, 0.07], [-0.96, 1.64, 0.76], [-0.93, -0.46, -0.25], [0.59, -0.09, -1.38], [0.64, 0.53, 0.94], [-0.16, -0.07, 0.58], [0.06, 0.08, -0.15], [-0.08, -0.36, -0.10], [-0.49, 0.04, 0.05], [0.96, -0.62, 0.97], [-0.41, 0.66, -0.10], [-0.32, 0.24, -0.63], [-0.75, 0.30, -0.49], [1.37, 0.27, 0.77], [-0.32, 0.29, 0.23], [0.68, 0.45, 0.77], [0.51, -0.26, -0.21], [0.20, -0.23, 0.58], [0.07, 0.07, 0.20], [-0.45, -0.02, -0.65], [0.08, -0.55, 0.11], [-0.69, -0.63, -0.76]],
  "mulliken_charge": [0.89, 1.07, -0.68, 0.09, -0.50, -0.65, 1.22, -0.14, 1.89, 1.07, -1.29, 0.66, 2.20, 0.86, -1.20, -0.73, 0.13, -1.45, -0.56, -0.57, -0.65, 1.14, 0.34, 0.47, 0.44, 0.08, 0.11, -0.34, -1.03, -0.56, 0.84, 1.81, 0.62, 0.29, 0.53, -0.14, -0.87, -1.62, -0.78, 0.00, -0.57, -0.59, 0.51, 0.42, 0.40, -0.05, 0.32, 0.03, -0.59, 0.19, -0.58, -0.49, 0.41, 0.31, 0.37, -0.34, 0.46, 0.39, -0.95, 1.82, -1.09, -0.58, 0.39, 0.43, -1.12, 0.26, -1.41, 0.32, 0.42, -0.99, -0.69, -0.74, -0.29, 0.40, 0.46, 0.39, 0.33, 0.37, 0.06, -0.68, -0.61, 0.13, 0.11, 0.19, 0.39, 0.20, 0.34, 0.22, -0.62, 0.03, -0.42, -0.53, 0.39, 0.13, -0.01, 0.37, 0.28, 0.32, 0.85, -0.24, -0.63, -0.67, -0.49, 0.23, 0.40, -0.11, 0.48, 0.38, 1.71, -1.03, -0.69, -1.04, -0.69, -0.29, 0.41, 0.32, 0.25, -0.78, -0.08, -0.43, -0.43, -0.10, -0.42, 0.61, -0.08, 0.59, 0.17, -0.23, 0.28, 0.11, -0.05, -0.20, -0.66, 0.75, 0.60, -0.71, -0.95, -0.65, 0.12, -0.74, -0.53, -0.49, 0.41, 0.07, 0.28, 0.39, 0.32, 0.12, -0.06, -0.28, -0.51, -0.63, 0.40, -0.21, 0.09, 0.34, 0.37, 0.44, -0.60, -0.41, -0.48, -0.55, 0.20, 0.42, 0.23, 0.49, 0.07, 0.25, 2.84, -0.80, -0.72, 1.30, -1.87, -0.41, 0.42, 0.22, 0.45, -1.01],
  "charge": -2,
  "fmax_ha_per_bohr": 0.1532,
  "gap_ha": 0.13829,
  "multiplicity": 1
}